# 1
Formula: C21H42BCrF3N3O7SSbSi3
Source: the OMol25 dataset
Level of theory: wB97M-V/def2-TZVPD

```
! RIJCOSX wB97M-V def2-TZVPD def2/J DEFGRID3
* xyz 0 5
Cr -1.250 -0.097 0.947
C 0.334 0.454 5.732
O 0.624 0.620 4.340
C -0.309 1.103 3.528
O -0.117 1.012 2.316
N -1.375 1.718 4.080
N -2.387 2.142 3.211
H 1.202 -0.044 6.152
H -0.544 -0.180 5.859
H 0.200 1.420 6.222
H -1.646 1.432 5.008
H -2.650 3.087 3.453
H -3.182 1.507 3.263
F -1.881 -0.853 3.731
C -3.284 -0.707 3.419
F -3.623 -1.984 3.178
F -3.090 -0.217 1.963
S -0.710 -2.732 1.677
O -0.758 -3.146 0.014
O -0.228 -3.934 2.314
O 0.468 -1.695 1.648
O -3.339 1.896 -0.102
B -1.968 1.634 -0.011
O -1.265 2.634 -0.706
C -2.215 3.480 -1.230
C -2.036 4.606 -2.001
C -3.193 5.271 -2.407
C -4.455 4.813 -2.043
C -4.618 3.673 -1.256
C -3.469 3.025 -0.862
H -1.049 4.958 -2.270
H -3.106 6.161 -3.017
H -5.331 5.352 -2.379
H -5.594 3.309 -0.968
C -0.847 0.881 -3.207
Si 0.859 1.051 -2.480
C 2.143 0.324 -3.639
C 1.489 2.742 -2.005
Sb 1.067 -0.543 -0.367
Si 3.035 0.462 0.962
C 2.621 2.166 1.629
C 3.524 -0.765 2.279
C 4.447 0.689 -0.259
Si 2.063 -2.777 -1.249
C 2.320 -4.037 0.093
C 0.919 -3.326 -2.636
C 3.759 -2.474 -1.992
H -1.249 1.854 -3.495
H -1.542 0.429 -2.496
H -0.802 0.243 -4.092
H 2.197 0.962 -4.528
H 1.901 -0.688 -3.965
H 3.134 0.317 -3.182
H 1.349 3.417 -2.856
H 2.559 2.686 -1.799
H 0.982 3.164 -1.143
H 2.527 2.141 2.716
H 1.680 2.548 1.233
H 3.419 2.863 1.362
H 2.649 -1.282 2.675
H 4.025 -0.252 3.103
H 4.207 -1.514 1.872
H 4.178 1.350 -1.086
H 4.808 -0.247 -0.683
H 5.279 1.159 0.274
H 1.526 -4.092 0.832
H 3.258 -3.843 0.617
H 2.394 -5.018 -0.387
H 0.346 -4.201 -2.326
H 1.498 -3.586 -3.526
H 0.201 -2.552 -2.911
H 4.520 -2.284 -1.234
H 3.798 -1.679 -2.734
H 4.027 -3.409 -2.494
C -3.061 -4.592 -0.825
C -2.598 -3.323 -1.538
C -1.783 -2.427 -0.644
N -1.983 -1.207 -0.449
H -3.757 -5.147 -1.455
H -3.572 -4.346 0.107
H -2.220 -5.239 -0.582
H -3.446 -2.730 -1.876
H -2.002 -3.583 -2.418
*
```

Values from the calculation:
⟨S²⟩: 6.10
relative energy (zero: lowest compared OMol25 entry of this formula, charge and spin): 6.819 eV
frontier orbital gap (spin up / spin down): 8.064 / 5.804 eV
HOMO level (spin up / spin down): -8.051 / -8.127 eV

=====

# 2
Formula: C21H42BF4N14O5
Source: the OMol25 dataset
Level of theory: wB97M-V/def2-TZVPD

```
! RIJCOSX wB97M-V def2-TZVPD def2/J DEFGRID3
* xyz -1 1
B 0.106 0.036 -0.847
F 1.509 0.273 -0.729
F -0.343 0.241 -2.161
F -0.124 -1.279 -0.450
F -0.485 1.012 -0.004
C -2.307 -1.020 -4.921
O -3.214 -0.462 -4.298
N -1.048 -1.171 -4.363
N -2.405 -1.408 -6.251
H -0.926 -0.698 -3.470
H -0.315 -1.659 -4.832
H -3.304 -1.328 -6.687
H -1.642 -1.904 -6.658
C 0.242 2.100 4.513
O 1.027 2.580 5.340
N -1.121 2.014 4.771
N 0.600 1.541 3.303
H -1.413 2.322 5.678
H -1.739 1.455 4.201
H -0.033 1.121 2.652
H 1.603 1.476 3.122
C -3.335 -0.664 2.511
O -2.868 0.277 3.174
N -3.220 -0.821 1.162
N -3.878 -1.714 3.193
H -2.527 -0.273 0.683
H -3.756 -1.507 0.668
H -4.077 -2.610 2.789
H -3.837 -1.686 4.194
C 1.778 3.985 -0.576
O 2.264 5.109 -0.452
N 0.775 3.514 0.239
N 2.277 3.027 -1.430
H 0.185 4.212 0.652
H 0.443 2.570 0.104
H 2.952 3.315 -2.112
H 1.891 2.107 -1.475
C 3.177 -3.162 -1.088
O 4.143 -3.703 -1.645
N 3.113 -2.995 0.266
N 2.140 -2.633 -1.832
H 3.884 -3.443 0.730
H 2.362 -2.599 0.788
H 1.534 -1.915 -1.472
H 2.185 -2.867 -2.804
C -3.984 3.554 -0.164
C -3.389 2.327 -0.828
C -4.338 1.288 -1.421
C -5.425 0.903 -0.514
N -6.274 0.548 0.172
H -4.877 3.332 0.431
H -4.393 4.261 -0.892
H -3.294 4.039 0.522
H -2.830 1.795 -0.057
H -2.599 2.571 -1.541
H -3.792 0.374 -1.668
H -4.780 1.619 -2.364
N 2.678 -0.136 1.619
C 3.384 0.968 1.974
C 3.867 0.784 3.244
C 3.441 -0.503 3.677
C 2.613 -0.986 2.692
H 2.147 -0.285 0.761
H 3.508 1.810 1.312
H 4.426 1.522 3.795
H 3.617 -0.959 4.636
H 2.077 -1.916 2.609
N -0.955 -2.603 3.198
C -0.579 -2.651 4.511
C 0.059 -3.842 4.730
C -0.092 -4.617 3.555
C -0.692 -3.822 2.615
H -1.479 -1.863 2.760
H -0.763 -1.781 5.121
H 0.491 -4.102 5.682
H 0.330 -5.602 3.447
H -1.038 -3.962 1.608
N 2.287 0.618 -4.149
C 2.034 0.940 -5.452
C 3.253 0.972 -6.080
C 4.229 0.515 -5.149
C 3.611 0.430 -3.923
H 1.539 0.683 -3.477
H 1.032 1.182 -5.758
H 3.408 1.231 -7.115
H 5.280 0.391 -5.348
H 3.990 0.207 -2.941
*
```

Values from the calculation:
frontier orbital gap: 8.151 eV
HOMO level: -6.022 eV

=====

# 3
Formula: C21H42INO
Source: the OMol25 dataset
Level of theory: wB97M-V/def2-TZVPD

```
! RIJCOSX wB97M-V def2-TZVPD def2/J DEFGRID3
* xyz 0 1
C 4.123 -2.344 0.999
C 3.045 -1.661 0.584
C 2.559 -0.572 1.510
N 1.496 0.328 0.956
C 0.326 -0.504 0.552
C -0.913 0.357 0.289
C -0.653 1.880 0.086
C -1.646 2.402 -0.980
C -2.997 2.780 -0.349
C -4.239 2.239 -1.118
C -5.200 1.470 -0.195
C -5.021 -0.055 -0.234
C -5.168 -0.682 -1.642
C -4.037 -1.679 -1.970
C -3.193 -1.252 -3.178
C 0.813 2.317 -0.228
C 1.852 1.189 -0.226
C 3.328 1.626 -0.293
I 3.616 3.742 -0.750
C 4.114 0.806 -1.347
C 4.056 1.315 -2.795
H 4.534 -3.201 0.487
H 4.570 -2.098 1.967
H 2.549 -1.930 -0.341
H 3.414 -0.025 1.895
H 2.110 -1.063 2.377
H 1.225 0.960 1.710
H 0.173 -1.261 1.316
H 0.561 -1.051 -0.354
H -1.559 0.252 1.161
H -1.463 -0.050 -0.555
H -0.960 2.364 1.011
H -1.208 3.320 -1.373
H -1.757 1.685 -1.791
H -3.098 3.861 -0.276
H -3.082 2.418 0.676
H -4.811 3.064 -1.535
H -3.866 1.593 -1.909
H -6.240 1.692 -0.438
H -5.063 1.784 0.841
H -4.087 -0.343 0.251
H -5.810 -0.480 0.389
H -5.203 0.103 -2.396
H -6.127 -1.192 -1.674
H -3.353 -1.820 -1.134
H -4.492 -2.641 -2.203
H -2.653 -0.334 -2.940
H -2.457 -2.029 -3.382
H -3.822 -1.115 -4.054
H 0.815 2.760 -1.217
H 1.079 3.059 0.522
H 1.652 0.618 -1.131
H 3.863 1.532 0.644
H 5.145 0.749 -1.008
H 3.731 -0.211 -1.378
H 4.868 1.991 -3.036
H 4.204 0.441 -3.433
H 3.080 1.716 -3.060
C 2.686 -3.452 4.268
C 4.161 -3.750 4.655
O 5.027 -3.013 3.938
H 2.511 -3.680 3.210
H 1.982 -4.059 4.860
H 2.448 -2.397 4.449
H 4.264 -4.861 4.555
H 4.198 -3.605 5.766
*
```

Values from the calculation:
relative energy (zero: lowest compared OMol25 entry of this formula, charge and spin): 0.000 eV
frontier orbital gap: 4.546 eV
HOMO level: -4.977 eV

=====

Across the entries above, F_max takes the values 0.026; 0.031; 0.026 Eh/bohr, respectively.